Entry 1:
{
  "formula": "C20H39Cl3N3O3SiZn",
  "method": "ωB97M-V with the def2-TZVPD basis set",
  "symbols": ["C", "C", "H", "H", "H", "C", "C", "H", "H", "H", "H", "Zn", "Cl", "Cl", "H", "H", "C", "C", "N", "H", "C", "O", "H", "H", "H", "H", "H", "H", "C", "C", "N", "H", "C", "O", "H", "H", "H", "H", "O", "C", "C", "C", "H", "C", "H", "C", "H", "C", "C", "H", "H", "H", "Si", "Cl", "C", "C", "C", "H", "H", "H", "H", "H", "H", "H", "H", "H", "N", "H", "H", "H"],
  "positions_angstrom": [[-1.420, -2.584, -5.466], [-1.067, -2.961, -4.050], [-1.457, -3.472, -6.113], [-0.716, -1.837, -5.888], [-2.416, -2.118, -5.541], [-0.621, -4.173, -3.711], [-0.651, -5.330, -4.628], [-0.310, -4.395, -2.691], [-0.030, -5.154, -5.498], [-1.657, -5.571, -4.955], [-0.286, -6.171, -4.058], [-1.063, 2.424, 0.471], [-3.001, 3.600, 1.225], [0.383, 4.052, -0.058], [1.413, 5.422, 3.963], [-1.578, 7.072, 2.645], [1.096, 5.704, 2.941], [-1.146, 6.295, 1.971], [-0.322, 5.381, 2.762], [1.689, 5.101, 2.216], [-0.727, 4.202, 3.294], [-0.007, 3.492, 3.997], [-1.995, 5.713, 1.539], [-1.774, 3.909, 3.000], [1.210, 6.785, 2.764], [-0.502, 6.746, 1.182], [2.969, -0.526, -3.829], [2.561, -3.551, -3.176], [3.676, -0.783, -3.030], [3.331, -3.171, -2.486], [3.093, -1.768, -2.138], [3.940, 0.114, -2.471], [2.646, -1.392, -0.899], [2.382, -0.217, -0.562], [3.341, -3.810, -1.599], [2.572, -2.239, -0.207], [4.577, -1.230, -3.478], [4.302, -3.233, -3.000], [-0.298, -0.755, -3.410], [-1.223, -1.769, -3.074], [0.140, -2.793, -1.240], [-1.082, -2.279, -1.657], [0.981, -2.648, -1.924], [0.214, -3.581, -0.081], [-2.212, -1.317, -3.168], [-2.168, -2.328, -0.797], [1.185, -4.010, 0.200], [-0.931, -3.765, 0.697], [-2.111, -3.099, 0.361], [-3.048, -1.744, -1.056], [-0.888, -4.364, 1.601], [-2.989, -3.152, 1.011], [-0.309, 0.699, -4.105], [-2.078, 0.505, 0.338], [1.188, 1.415, -3.269], [-1.562, 1.949, -3.282], [-1.043, 0.649, -5.854], [1.717, 0.708, -2.616], [0.802, 2.215, -2.616], [1.824, 1.788, -4.083], [-0.396, 0.233, -6.665], [-1.286, 1.723, -6.026], [-2.026, 0.103, -5.860], [-1.231, 2.393, -2.327], [-2.513, 1.460, -3.002], [-1.679, 2.755, -3.991], [0.257, 1.295, 1.820], [0.561, 1.788, 2.676], [1.054, 0.929, 1.263], [-0.355, 0.475, 2.036]],
  "charge": -1,
  "mol_weight_da": 569.4,
  "de_lowest_ev": 0.000,
  "energy_ev": -125855.3043,
  "homo_lumo_gap_ev": 7.5,
  "multiplicity": 1
}

Entry 2:
{
  "formula": "C4H2NO3",
  "method": "ωB97M-V with the def2-TZVPD basis set",
  "symbols": ["C", "C", "C", "C", "N", "O", "O", "O", "H", "H"],
  "positions_angstrom": [[0.720, 0.539, 0.002], [2.020, 0.031, -0.109], [-0.263, 1.121, -0.508], [-2.033, -0.896, 0.236], [-1.119, -0.969, 0.999], [-1.269, 1.652, -0.859], [-3.095, -1.094, -0.310], [2.757, -0.611, 0.685], [-0.239, -0.345, 0.853], [2.521, 0.571, -0.989]],
  "charge": -1,
  "mol_weight_da": 112.1,
  "de_lowest_ev": 1.700,
  "energy_ev": -11812.5214,
  "homo_lumo_gap_ev": 8.3,
  "multiplicity": 1
}

Entry 3:
{
  "formula": "C4H6F12NO5PtS2Sb",
  "method": "ωB97M-V with the def2-TZVPD basis set",
  "symbols": ["Pt", "F", "C", "F", "F", "S", "O", "O", "N", "S", "O", "O", "C", "F", "F", "F", "C", "C", "O", "H", "H", "H", "H", "H", "H", "F", "Sb", "F", "F", "F", "F", "F"],
  "positions_angstrom": [[-0.137, -0.447, -0.721], [-0.449, 3.994, -1.889], [-1.157, 2.910, -2.043], [-0.615, 2.103, -2.936], [-2.404, 3.170, -2.336], [-1.134, 1.966, -0.416], [0.295, 1.429, -0.246], [-1.826, 0.627, -0.697], [-1.676, 2.925, 0.577], [-1.844, 2.632, 2.238], [-1.096, 3.639, 2.942], [-1.654, 1.218, 2.453], [-3.157, 5.906, 5.617], [-2.489, 5.254, 6.425], [-4.358, 5.658, 5.469], [-2.624, 6.794, 4.948], [-1.397, -4.458, -2.512], [-0.735, -3.198, -2.288], [-0.957, -2.452, -1.260], [-0.968, -4.990, -3.358], [-2.459, -4.237, -2.735], [-1.405, -5.079, -1.606], [-0.006, -2.759, -2.970], [2.535, -1.984, -0.582], [-1.606, -2.818, -0.616], [1.764, -1.238, -0.657], [5.395, -2.769, -0.106], [5.467, -1.623, -1.536], [7.184, -2.751, 0.280], [5.262, -4.572, -0.386], [4.831, -2.027, 1.474], [3.421, -2.822, -0.528]],
  "charge": 3,
  "mol_weight_da": 757.0,
  "de_lowest_ev": 0.000,
  "energy_ev": -80001.5474,
  "homo_lumo_gap_ev": [6.3, 7.9],
  "multiplicity": 2
}